1.
ORCA calculation (ωB97M-V with the def2-TZVPD basis set) on a gas-phase ion, C22H18N3O4 (charge -1) in a non-equilibrium geometry.

Results
energy above the lowest of the compared OMol25 structures with the same formula, charge and spin: 55.7 kJ/mol
SMILES string: O=C([O-])[C@H]1Cc2ccccc2N1/C=C/[C@H](c1ccccc1)n1ccc(=O)[nH]c1=O
LUMO energy: 2.5 eV
net charge: -1
HOMO: -4.111 eV
E: -35768.4618 eV

Structure (XYZ):
```
47
Properties=species:S:1:pos:R:3:forces:R:3:mulliken_charge:R:1
N -1.634664 1.715700 1.451422 0.24 -0.06 -0.34 0.12
C -1.514376 3.094404 1.358212 1.00 0.98 -0.29 0.32
O -0.440462 3.687985 1.239655 -1.24 -0.48 0.29 -0.64
N -2.700159 3.821057 1.384155 0.74 0.94 0.00 -0.02
C -4.007684 3.388803 1.433227 -0.66 0.42 0.02 0.40
O -4.946992 4.186152 1.445390 0.84 -0.73 -0.03 -0.69
C -4.059399 1.954944 1.469150 0.16 -1.02 0.13 -0.81
C -2.905923 1.222954 1.492768 -0.56 0.01 -0.16 0.51
H -2.563357 4.831780 1.316742 0.01 -0.52 0.03 0.23
H -5.035371 1.472377 1.486074 0.39 0.06 0.05 0.38
H -2.962588 0.153245 1.542365 -0.02 -0.38 -0.04 0.35
O 1.897551 2.636742 -3.029321 0.67 -0.08 0.20 -0.76
C 2.201542 1.455929 -3.292500 0.10 -0.89 -1.26 0.57
O 3.257267 0.784646 -3.352267 0.61 1.27 0.49 -0.73
C 1.004765 0.525751 -3.586431 0.03 0.59 -0.60 -0.33
C 1.306441 -0.684437 -4.509089 -0.17 0.80 -0.52 -0.79
C 1.353291 -1.844189 -3.583008 0.32 -0.46 0.45 0.71
C 1.012129 -1.421183 -2.286650 0.50 -0.27 -0.17 0.42
C 1.150342 -2.289266 -1.211193 -0.18 -0.19 0.34 -0.61
C 1.475783 -3.620315 -1.444523 0.28 0.15 -0.56 -0.89
C 1.811059 -4.034367 -2.734903 -0.08 -0.55 0.48 -0.38
C 1.813880 -3.134892 -3.798850 -0.56 0.56 0.10 -0.84
N 0.751031 -0.060469 -2.277244 -0.92 -0.07 1.25 0.07
C 0.484495 0.694447 -1.152035 -0.58 -0.11 -0.42 -1.48
C -0.030769 0.157048 -0.018224 -0.89 0.47 -0.12 0.07
C -0.255005 0.954611 1.217277 0.77 1.12 0.82 -0.60
C 0.163782 0.153292 2.489169 -0.58 1.28 -1.36 0.30
C 1.094554 0.552241 3.449822 -0.44 -0.07 0.48 -0.33
C 1.158857 -0.160526 4.659898 0.13 0.17 -0.41 -0.57
C 0.330517 -1.260849 4.874002 0.03 -0.15 -0.20 -0.43
C -0.515040 -1.697693 3.854886 0.08 -0.18 -0.12 -0.87
C -0.548441 -1.007679 2.645124 -0.79 -0.89 0.86 -0.25
H 0.176444 1.141603 -3.951747 -0.23 -0.30 0.24 0.33
H 0.529969 -0.781018 -5.279756 -0.06 -0.12 0.20 0.27
H 2.251113 -0.535020 -5.045980 -0.08 0.01 0.35 0.32
H 1.058486 -1.951906 -0.189733 -0.04 -0.10 -0.15 0.75
H 1.502585 -4.297083 -0.590905 0.11 0.01 -0.31 0.40
H 2.064687 -5.077315 -2.890802 0.12 0.06 -0.09 0.35
H 2.148084 -3.411537 -4.794701 -0.04 -0.14 0.13 0.40
H 0.634084 1.787525 -1.273680 0.19 -0.81 0.02 0.58
H -0.363545 -0.871561 -0.022039 0.06 0.19 0.07 0.91
H 0.281268 1.906145 1.125763 0.67 -0.74 0.15 0.50
H 1.710080 1.436840 3.297939 -0.18 -0.14 -0.01 0.42
H 1.852726 0.154675 5.442539 -0.19 -0.08 -0.28 0.37
H 0.374666 -1.811812 5.810725 -0.02 0.17 -0.11 0.37
H -1.156344 -2.572736 3.984762 0.28 0.22 0.06 0.35
H -1.211337 -1.345063 1.844529 0.18 0.06 0.31 0.26
```
Positions in Å, forces in eV/Å.

2.
ORCA calculation (ωB97M-V with the def2-TZVPD basis set) on a single C22H18N4O3S molecule in a non-equilibrium geometry.

Results
energy above the lowest of the compared OMol25 structures with the same formula, charge and spin: 750.9 kJ/mol
LUMO energy: -0.1 eV
HOMO: -8.268 eV
E: -46038.2721 eV

Structure (XYZ):
```
48
Properties=species:S:1:pos:R:3:forces:R:3:mulliken_charge:R:1
O -4.265166 -2.220501 -4.526826 -0.04 0.37 -1.14 -0.63
O 5.498740 1.745481 1.450268 -1.05 -1.52 -0.24 -0.68
O -3.639385 -1.614855 0.097313 -0.40 0.82 -0.06 -0.71
N 0.923652 0.631366 4.094504 -0.19 -0.86 -0.78 -0.77
C -4.095217 -2.247975 -3.329879 -3.68 1.23 0.21 0.36
C 1.624269 0.799975 2.990583 -6.02 -3.46 -1.09 0.00
C 2.758353 1.511285 2.814148 -0.10 5.35 -3.31 -0.45
C 2.716238 2.642271 2.037187 2.16 -3.12 1.67 -0.70
C -1.613622 -5.037187 -2.939895 -0.55 2.16 -0.05 -0.43
C -0.809645 -4.558231 -1.919632 -0.85 -0.69 0.60 -0.84
C 4.802571 5.645201 1.675849 -3.00 0.42 1.18 -0.45
C 0.961036 0.169341 0.426927 0.48 0.68 -0.37 -0.48
C -2.647454 -4.255891 -3.450866 0.69 0.77 0.94 -0.73
C -0.058932 -0.308321 -0.386259 0.75 0.61 1.52 -0.52
C -1.340283 -0.724487 1.638664 -1.94 -0.52 -1.77 -0.53
C -1.173096 -3.378595 -1.275996 0.18 -0.06 -0.62 -0.28
C 6.009258 5.157553 1.471724 2.16 -0.95 -1.89 -0.58
C 3.734497 4.809911 1.860121 -1.90 1.40 0.54 -0.17
C 0.853333 0.208287 1.824206 0.59 0.81 0.77 1.19
C -2.972368 -2.986729 -2.829324 1.60 -1.69 1.07 0.44
C -0.313586 -0.285727 2.405429 1.26 0.63 0.74 -0.32
C -1.244474 -0.662766 0.222178 0.21 -1.26 1.17 0.11
C -2.221677 -2.546070 -1.719159 1.60 -1.70 -0.70 0.44
C 6.179059 3.822480 1.148722 0.39 0.14 0.69 -0.26
C 3.882638 3.470843 1.780934 0.57 -1.38 -0.80 0.09
N -0.226906 -0.072894 3.757317 0.37 0.46 1.03 0.08
N -5.096444 -1.681295 -2.486248 1.56 -1.47 0.12 -0.14
N 5.156048 2.947468 1.393138 0.35 1.55 1.02 0.53
S -2.615266 -1.033344 -0.851804 -1.51 -0.92 1.10 0.36
C -6.255610 -1.025457 -3.102166 1.28 0.54 0.63 -1.05
H 3.526070 1.335554 3.399450 4.16 -1.02 2.37 0.63
H 1.795474 2.937940 1.649469 -1.31 0.54 -0.85 0.61
H -1.435172 -5.942548 -3.429979 0.49 -1.32 -0.50 0.44
H -0.040013 -5.248526 -1.559226 -0.02 0.73 0.15 0.34
H 4.490374 6.619520 1.848198 0.64 2.12 0.12 0.42
H 1.750898 0.673135 -0.119343 0.53 -0.31 0.44 0.39
H -3.034400 -4.703314 -4.364613 -0.94 0.91 0.28 0.38
H 0.109616 -0.359641 -1.434058 -0.17 0.14 -0.77 0.52
H -2.223096 -1.026855 2.176092 -0.55 -0.20 -0.53 0.47
H -0.593329 -3.120683 -0.426533 0.38 0.54 0.67 0.46
H 6.810520 5.836538 1.382092 1.09 0.42 -0.11 0.39
H 2.739921 5.305412 2.204598 1.73 -1.35 -0.84 0.24
H 7.171898 3.373405 0.893925 -1.36 0.27 0.33 0.36
H -0.908803 -0.254505 4.517966 0.87 0.24 -1.20 0.21
H -5.108755 -1.816831 -1.447492 0.43 0.08 -1.47 0.31
H -5.985594 0.049761 -3.079603 -0.56 -0.36 -0.94 0.29
H -7.062492 -1.114066 -2.404035 -0.67 -0.27 0.25 0.38
H -6.513676 -1.465433 -4.078062 0.30 0.49 0.41 0.30
```
Positions in Å, forces in eV/Å.

3.
ORCA calculation (ωB97M-V with the def2-TZVPD basis set) on a molecular structure, C22H19BrN3PTl.

Results
LUMO energy: -2.7 eV
net charge: +1
HOMO: -11.252 eV
E: -111613.5430 eV

Structure (XYZ):
```
47
Properties=species:S:1:pos:R:3:forces:R:3:mulliken_charge:R:1
Tl -0.651384 0.014417 -0.444060 -0.05 -0.08 -0.13 1.08
N 1.669427 1.592119 2.073225 -0.02 -0.25 -0.05 -0.06
P -0.007857 1.235985 2.282572 0.11 0.70 0.22 0.52
C -0.162318 1.862420 3.995293 -0.04 -0.19 -0.03 0.24
C 0.224066 1.001985 5.024246 -0.02 -0.03 -0.05 -0.41
C 0.173744 1.420120 6.343451 0.03 -0.05 0.07 -0.61
C -0.277874 2.696279 6.649732 -0.01 0.03 -0.05 -0.52
C -0.672947 3.552593 5.632787 -0.02 0.04 0.01 -0.67
C -0.617137 3.140835 4.309214 0.05 -0.04 -0.06 -0.45
C -0.829010 2.577030 1.335884 0.03 -0.17 0.08 -0.36
C -0.136407 3.531730 0.600494 -0.02 -0.03 0.04 0.02
C -0.837041 4.483789 -0.129316 0.03 0.02 -0.04 -0.78
C -2.223533 4.484030 -0.126982 0.00 0.03 -0.01 -0.46
C -2.920592 3.522930 0.595453 -0.03 -0.03 0.00 -0.69
C -2.226475 2.564260 1.315008 0.06 0.04 -0.01 -0.13
C 2.487900 0.965366 1.155735 -0.04 -0.02 -0.18 0.47
C 3.880604 0.969683 1.315855 0.03 0.03 0.01 -0.91
C 4.660451 0.346552 0.369460 -0.07 0.01 0.06 -0.36
C 4.053547 -0.270587 -0.723443 0.00 -0.05 -0.09 -0.94
C 2.682947 -0.226401 -0.806437 0.00 0.01 0.06 -0.06
N 1.904441 0.374335 0.106817 0.04 0.16 0.21 0.13
H 2.136578 2.097142 2.810036 0.00 0.04 0.02 0.27
H 0.560471 -0.002111 4.787671 0.00 0.00 0.02 0.38
H 0.477255 0.748644 7.136058 0.00 0.00 -0.02 0.40
H -0.326035 3.022747 7.679965 0.01 -0.01 0.00 0.39
H -1.026566 4.548442 5.865859 0.00 -0.01 0.01 0.41
H -0.924257 3.816982 3.523286 -0.02 0.03 0.00 0.33
H 0.946699 3.533253 0.606006 -0.01 0.02 -0.01 0.43
H -0.294946 5.226564 -0.700094 -0.02 0.01 0.01 0.43
H -2.764450 5.233726 -0.689086 0.00 -0.01 -0.01 0.41
H -4.002620 3.519407 0.591023 0.00 0.01 0.01 0.42
H -2.766025 1.811705 1.882831 -0.04 0.01 -0.02 0.41
H 4.319708 1.458394 2.175739 0.01 -0.02 0.00 0.40
H 5.736638 0.329126 0.478515 0.00 0.03 0.00 0.43
H 4.634952 -0.763848 -1.488269 -0.01 0.00 0.00 0.44
H 2.159632 -0.676889 -1.643868 0.05 -0.05 0.00 0.33
Br -1.757017 -3.194787 -0.868866 -0.04 -0.14 0.04 -0.19
C -0.577655 -3.360550 0.612154 0.06 0.18 0.01 0.35
C -0.449508 -4.583227 1.246416 -0.03 -0.07 -0.01 -0.60
C 0.443144 -4.661493 2.301955 -0.02 0.03 -0.04 -0.16
C 1.163448 -3.532091 2.663204 0.01 0.00 0.01 -1.06
C 0.948354 -2.360738 1.962243 0.04 0.03 0.03 0.03
N 0.080355 -2.265150 0.952020 -0.07 -0.23 -0.16 0.03
H -1.024836 -5.435913 0.917779 0.00 0.00 0.01 0.40
H 0.578019 -5.596035 2.829430 0.00 0.00 0.00 0.41
H 1.879926 -3.560723 3.471721 0.00 0.02 0.00 0.42
H 1.490579 -1.454621 2.201511 0.00 0.02 0.04 0.41
```
Positions in Å, forces in eV/Å.

4.
ORCA calculation (ωB97M-V with the def2-TZVPD basis set) on a single C22H19ClN2O6 molecule in a non-equilibrium geometry.

Results
energy above the lowest of the compared OMol25 structures with the same formula, charge and spin: 19.1 kJ/mol
SMILES string: O=C(O)c1c(Cc2cc3c(cc2Cl)OCO3)c(-c2ccccc2)nn1CC1OCCO1
LUMO energy: 0.4 eV
HOMO: -8.028 eV
E: -50905.9326 eV

Structure (XYZ):
```
50
Properties=species:S:1:pos:R:3:forces:R:3:mulliken_charge:R:1
O -3.041343 -1.917734 1.756452 -0.46 0.33 0.03 -0.63
Cl -3.441926 1.318219 -2.928862 0.44 -0.48 0.12 -0.22
N 1.069970 -0.007116 1.448657 2.89 -0.12 4.04 -0.78
O -1.577960 -2.836870 3.088094 -0.22 0.86 0.07 -0.49
O -0.935830 -2.755696 -5.109746 0.76 -0.04 -0.68 -0.49
O -0.170578 -3.622225 -3.144612 0.73 -1.04 0.38 -0.50
O -0.138145 1.381326 4.149551 0.46 -2.60 2.32 -0.42
O 2.124480 0.762835 4.308914 -0.84 0.51 1.35 -0.42
C -1.931421 -1.851140 2.230450 -0.24 0.18 -0.88 0.30
C 0.459279 0.341740 0.388542 -4.20 -0.03 -0.35 0.42
C -0.950141 -0.853358 1.779062 0.94 1.37 -0.08 -0.44
C -0.942023 -0.107873 0.591384 -0.47 -0.92 -0.84 0.86
C 2.223884 2.934750 -2.554240 1.36 0.18 -1.73 -0.20
C 2.981662 1.915608 -1.966895 2.09 -0.29 1.10 -0.55
C 0.878314 3.018805 -2.368221 0.19 -0.27 1.02 -0.97
C -1.990060 -0.678757 -4.076277 0.23 -2.38 -0.08 -1.00
C 2.480195 1.087040 -0.932385 -0.78 0.41 -0.84 -0.50
C 0.364492 2.120223 -1.429504 -1.72 0.92 0.40 0.12
C -1.333152 -1.964171 -1.697404 0.29 1.17 0.40 -0.91
C -2.457182 -0.143212 -2.848339 1.70 -0.21 -0.24 0.72
C -1.262754 -1.929572 -4.089847 -1.24 2.97 1.30 0.76
C -0.846851 -2.486512 -2.877485 -1.62 1.04 -0.55 0.62
C 1.082611 1.177252 -0.681367 0.88 0.06 -0.28 0.68
C -1.982756 -0.660710 -1.642893 -0.15 -2.03 -0.83 0.37
N 0.271624 -0.624236 2.374453 0.55 -0.53 -1.84 0.62
C -0.032630 -3.739778 -4.562514 -3.86 -1.62 0.56 -0.17
C -2.177987 -0.021180 -0.304350 0.75 1.45 -0.01 -1.62
C 0.668197 2.301904 3.562759 -0.90 5.14 0.54 -0.43
C 2.093352 2.088853 3.801017 2.22 -0.73 -0.47 -0.12
C 0.752162 0.376433 4.682085 1.30 -1.19 -4.11 0.21
C 0.655563 -0.897525 3.751665 1.04 -0.54 1.50 -0.96
H -2.492400 -3.170044 3.183278 0.43 -0.82 0.42 0.34
H 2.654317 3.666495 -3.272225 0.16 -0.81 0.62 0.32
H 4.101727 1.834386 -2.200844 -1.82 0.24 0.31 0.26
H 0.322530 3.852453 -2.834317 0.01 -0.87 0.46 0.38
H -2.317873 -0.209415 -4.984404 -0.02 -0.05 -0.34 0.46
H 3.108627 0.398020 -0.330017 -0.47 0.53 -0.73 0.40
H -0.662088 2.403967 -1.197420 -0.13 -0.95 0.27 0.20
H -1.200689 -2.486899 -0.753735 0.35 0.15 -0.11 0.37
H 0.942257 -3.611599 -4.870192 2.25 0.72 -0.58 0.30
H -0.398666 -4.783864 -4.884937 0.48 1.57 0.47 0.20
H -2.412690 1.058655 -0.491172 0.17 -0.81 0.28 0.38
H -3.004201 -0.425783 0.256911 -0.32 -0.17 -0.06 0.53
H 0.467170 3.285891 4.071895 -0.38 -0.42 -0.74 0.37
H 0.527150 2.454872 2.516949 -0.78 -0.35 -0.83 0.11
H 2.520199 2.092247 2.740120 0.45 0.05 1.75 0.13
H 2.595019 2.807390 4.534961 -0.58 -0.87 -1.15 0.28
H 0.688201 0.018891 5.715797 -0.35 1.00 0.08 0.41
H -0.045596 -1.596595 4.224010 0.05 0.05 -0.69 0.37
H 1.713964 -1.316393 3.877197 -1.61 0.22 -0.75 0.31
```
Positions in Å, forces in eV/Å.

- The lowest E belongs to which entry?
  C22H19BrN3PTl